Formula: C2H6S2
Source: OMol25
Level of theory: ωB97M-V/def2-TZVPD

Element x y z (Å)
C 0.592 -2.120 -0.026
S 0.919 -0.591 1.105
S 1.086 1.574 0.052
C -0.685 1.901 -0.029
H -0.434 -1.828 -0.168
H 1.110 -1.981 -0.970
H 0.541 -3.042 0.542
H -0.686 2.747 -0.751
H -1.132 1.121 -0.598
H -1.310 2.220 0.843

SMILES string ... CSSC
Multiplicity ... 1
E ... -876.10894 Eh
HOMO-LUMO gap ... 8.215 eV
Relative energy (zero: lowest compared OMol25 entry of this formula, charge and spin) ... 38.6 kcal per mole
Net charge ... 0

Atom charges from the natural (NBO) analysis, given in e for atoms 1 to 4: atom 1 (C): -0.705, atom 2 (S): -0.023, atom 3 (S): 0.131, atom 4 (C): -0.767


Formula: C2H6S2
Source: OMol25
Level of theory: ωB97M-V/def2-TZVPD

Element x y z (Å)
C 0.972 0.453 0.924
S 0.650 -0.567 -1.592
S -0.700 0.643 1.455
C -0.990 -0.540 -0.994
H -1.008 -1.231 -0.153
H 1.283 -0.549 0.588
H 1.191 1.237 0.204
H -1.091 0.522 -0.601
H 1.505 0.634 1.871
H -1.811 -0.601 -1.703

Multiplicity ... 1
E ... -876.02074 Eh
HOMO-LUMO gap ... 5.893 eV
Relative energy (zero: lowest compared OMol25 entry of this formula, charge and spin) ... 94.0 kcal per mole
Net charge ... 0

Atom charges from the natural (NBO) analysis, given in e for atoms 1 to 4: atom 1 (C): -0.848, atom 2 (S): 0.005, atom 3 (S): 0.037, atom 4 (C): -0.814